Version P
H4KO2 | ωB97M-V/def2-TZVPD

Geometry as ORCA input:
```
! RIJCOSX wB97M-V def2-TZVPD def2/J DEFGRID3
* xyz 1 1
K 0.3022 -0.3076 0.7086
O -0.5715 -1.8783 -0.0280
H -1.2386 -1.2313 -0.2574
H -0.5662 -2.4891 -0.7649
O 0.6236 1.6576 0.3400
H -0.0110 2.2987 0.0199
H 1.4617 1.9500 -0.0183
*
```

Output
Lowest unoccupied orbital energy ... -0.150 Eh
HOMO ... -17.18 eV
HOMO-LUMO gap ... 13.09 eV

Here are the Löwdin charges for atoms 1 to 4, given in e:
1. K 1.20
2. O -0.25
3. H 0.04
4. H 0.09

***

Version Q
H4KO2 | ωB97M-V/def2-TZVPD

Geometry as ORCA input:
```
! RIJCOSX wB97M-V def2-TZVPD def2/J DEFGRID3
* xyz 1 1
K 0.3759 -1.0770 0.0199
O -2.5352 -0.8235 -0.2288
H -2.5450 -1.0716 -1.1533
H -3.4312 -0.5400 -0.0470
O 2.3634 1.0396 0.3516
H 2.6932 1.1005 1.2481
H 3.0789 1.3719 -0.1904
*
```

Output
Lowest unoccupied orbital energy ... -0.143 Eh
HOMO ... -16.05 eV
HOMO-LUMO gap ... 12.15 eV

Here are the Löwdin charges for atoms 1 to 4, given in e:
1. K 0.98
2. O -0.09
3. H 0.04
4. H 0.06

***

Version R
H4KO2 | ωB97M-V/def2-TZVPD

Geometry as ORCA input:
```
! RIJCOSX wB97M-V def2-TZVPD def2/J DEFGRID3
* xyz 1 1
K -30.2183 33.9584 -6.6754
O -30.2825 33.6575 -3.7969
H -30.5510 32.8056 -3.5344
H -29.3679 33.6283 -3.4918
O -27.8057 32.4948 -6.1756
H -27.2625 33.1773 -6.5918
H -27.7680 32.5774 -5.1892
*
```

Output
Lowest unoccupied orbital energy ... -0.151 Eh
HOMO ... -16.41 eV
HOMO-LUMO gap ... 12.29 eV

Here are the Löwdin charges for atoms 1 to 4, given in e:
1. K 0.98
2. O -0.07
3. H 0.03
4. H 0.05

***

Which of them is the most stable? Correct choice: version Q.